(1)
The following is a quantum chemistry calculation of a structure of composition C36H35CaClI2N11O3P, from OMol25.

```
90
Properties=species:S:1:pos:R:3:forces:R:3:mulliken_charge:R:1
I 5.242056 -5.211284 4.255172 -0.02 0.02 -0.01 0.0143
N -4.651972 -3.670914 -0.809132 0.00 -0.11 0.14 -0.6480
C 2.620039 -1.755278 -3.786984 0.08 0.02 0.05 -0.9298
C 0.114206 4.009175 4.657641 0.03 0.03 -0.06 -0.6235
C -3.993357 -3.810871 0.336034 0.05 0.21 -0.15 0.2853
O -1.061003 -0.446792 2.428020 -0.26 -0.16 0.05 -0.2929
H 2.706566 -0.020710 -2.536038 0.04 0.22 0.01 0.3614
H -2.491575 -2.982975 1.671352 0.08 -0.04 0.10 0.2140
C 0.703856 -2.992337 2.042224 -0.08 -0.12 0.26 -0.8556
H -3.179662 0.691774 1.362008 -0.06 -0.09 0.11 0.6271
H -1.982347 5.209985 -0.878723 -0.07 0.01 -0.03 0.2747
H 1.287496 -4.655059 -2.718911 -0.04 -0.08 0.01 0.4472
N -4.264915 -4.912303 1.094487 -0.08 -0.25 0.17 -0.4609
C -3.382475 -1.691493 -1.164307 0.04 -0.02 -0.02 -0.3100
C -2.883474 1.455770 0.670055 -0.27 0.02 0.20 -0.9537
H -1.685483 2.718393 -5.205211 0.05 0.02 -0.05 0.3093
C 1.624682 -3.628287 -2.723539 -0.01 0.02 0.05 -1.0003
H -4.242920 3.202522 0.945726 -0.11 0.06 0.07 0.4507
C 1.045026 2.567130 -1.403067 -0.26 0.11 -0.12 -0.4576
C 3.060954 3.056648 -0.722366 0.18 -0.02 0.09 -0.8751
C 1.488052 -2.848477 -1.573625 0.01 -0.22 0.01 1.1064
C -0.010204 2.323156 2.882640 -0.07 0.17 0.19 -0.1078
N -0.437199 -0.045690 -2.543764 -0.30 0.02 0.35 0.7076
C -2.882742 4.612017 -1.022892 -0.04 0.28 -0.13 -0.8493
H 2.711800 5.476631 -1.564605 -0.05 0.00 -0.03 0.3234
H 0.961481 4.236336 2.718291 0.02 0.02 -0.04 0.4090
H -0.549341 -2.432525 0.524109 -0.28 -0.23 -0.01 -0.4160
H 1.704188 4.930538 -2.921113 0.00 0.04 0.07 0.3164
N -2.713325 -1.838345 -0.017996 0.09 -0.01 0.02 0.1642
O 2.053185 -0.469081 1.859887 0.19 0.27 0.34 -0.0473
C 2.129467 -2.758308 2.464056 0.06 -0.11 0.09 0.4855
P -0.565112 2.742346 -2.216731 -0.02 0.00 0.01 -0.6368
C 2.688194 -1.450643 2.365517 0.15 -0.35 -0.01 -0.4792
C 4.158290 -3.609644 3.460724 -0.09 -0.09 -0.03 -0.5574
C -3.015626 -2.876462 0.729142 -0.17 -0.08 -0.01 -0.1898
C 2.863199 -3.803979 2.996722 0.08 0.01 0.01 -0.4619
H 2.411561 -4.786949 3.055642 -0.01 -0.04 0.01 0.4006
H -1.760195 -0.314767 4.299121 0.09 0.08 -0.10 0.0132
N -2.689115 3.278444 -0.511176 0.07 -0.24 0.11 0.2504
C -0.762517 2.162360 -5.370795 -0.03 0.26 -0.18 -0.8448
C -4.340747 -2.609299 -1.546704 0.05 0.13 0.01 -0.4924
H 0.475401 -4.064128 2.180127 -0.02 0.14 0.03 0.3963
C 2.766358 1.758520 -0.419153 0.21 0.22 0.02 -0.8443
H 0.026261 -2.424904 2.685811 0.08 -0.04 -0.05 0.1592
H -4.883654 -2.490800 -2.475394 -0.02 0.02 -0.06 0.3732
H 0.238014 -4.272471 -0.585258 0.13 0.07 0.05 0.2501
H -3.134774 -0.830779 -1.761825 0.07 0.14 -0.15 0.3459
H -3.132647 4.587097 -2.084476 0.02 0.05 0.06 0.3297
H 0.951722 5.395617 -1.377091 0.06 0.02 -0.05 0.2836
C -1.731896 2.377778 -0.872645 0.14 0.13 -0.25 -0.3263
H 0.085812 2.840879 -5.271953 -0.07 -0.01 -0.05 0.3087
C 2.416960 -1.056320 -2.609700 0.18 -0.06 -0.16 -0.2706
Cl -0.958432 3.736353 7.139334 -0.03 0.01 0.10 -0.2586
H -1.557412 1.293269 5.785942 -0.03 -0.02 0.05 0.4300
I 4.852535 0.594839 2.759256 0.04 -0.01 0.03 -0.0176
C 0.398607 3.602719 3.390180 0.00 -0.01 -0.03 -1.0229
H 3.354457 1.035633 0.111919 0.13 -0.10 0.11 0.4351
N -0.650277 1.072304 -4.435994 -0.03 -0.20 0.09 0.2376
H 1.821478 -4.013500 0.145634 -0.09 0.07 -0.05 0.3853
C -0.588506 -0.250747 -4.757611 0.03 -0.14 -0.09 -0.9871
C -0.605285 3.173799 5.530009 -0.12 -0.25 0.01 0.0295
H -5.109673 -5.405995 0.856584 0.03 0.01 0.03 0.2734
H 3.932716 3.653923 -0.538029 0.12 0.06 0.03 0.5003
N 1.512138 1.469394 -0.850812 0.16 0.31 -0.20 1.0758
C 4.001677 -1.310719 2.854833 0.23 0.05 0.06 -0.4917
C -0.727272 1.484811 3.804162 0.04 0.13 0.09 1.5992
O 0.244608 2.002645 1.690721 0.03 0.37 0.09 0.5628
H -0.354435 -1.979217 -3.418527 -0.02 -0.14 -0.01 0.7929
H -3.701606 5.073421 -0.473773 0.05 0.00 -0.05 0.3258
C -0.567412 1.146730 -3.077699 0.02 0.27 0.07 -0.4753
C 0.969152 -3.492737 -0.312354 0.02 -0.25 -0.05 -1.4468
C 2.203950 -3.074977 -3.846665 0.08 -0.02 0.01 -0.4995
N 0.440077 -2.572115 0.667836 -0.07 0.20 -0.08 0.8587
H 3.086346 -1.272663 -4.632940 0.02 0.04 -0.05 0.4750
C 1.818306 4.918081 -1.835796 -0.06 0.25 -0.12 -0.8294
H -4.019456 -4.890925 2.069160 -0.02 -0.02 -0.03 0.2319
N 1.962282 3.567828 -1.350766 0.00 -0.32 0.12 0.2428
H 0.442526 4.977454 5.011434 0.01 0.03 0.01 0.4240
H 2.330837 -3.659251 -4.748418 0.00 -0.02 -0.03 0.4007
Ca 0.356375 0.031404 0.683083 -0.47 -0.59 -1.33 2.2608
N 1.865370 -1.579385 -1.520483 0.04 -0.02 0.16 0.3345
H -0.770212 1.750565 -6.377504 -0.01 0.05 0.01 0.3318
H 5.734725 -2.181468 3.749262 0.04 0.00 0.02 0.3741
H -0.632233 -0.586058 -5.775465 0.00 -0.05 -0.14 0.4659
C 4.730126 -2.351983 3.390791 0.12 -0.04 0.07 -0.3359
N -1.837397 1.272989 -0.166527 0.34 -0.14 -0.24 1.0775
C -1.195557 0.179690 3.479398 -0.20 -0.04 0.41 -0.5814
C -1.011920 1.941529 5.112286 0.07 0.20 0.04 -1.1583
C -3.425100 2.693379 0.474690 -0.07 -0.03 0.11 -0.9392
C -0.452649 -0.922261 -3.576479 -0.26 -0.05 -0.18 -0.7575
```
Positions in Å, forces in eV/Å.

- relative energy (zero: lowest compared OMol25 entry of this formula, charge and spin) (kcal per mole) = 26.12
- M (g/mol) = 1030.06
- calculated total energy (eV) = -116889.877
- net charge = 0

---

(2)
The following is a quantum chemistry calculation of a structure of composition C36H35Cl5MgN5O7P2Se, from OMol25.

```
92
Properties=species:S:1:pos:R:3:forces:R:3:mulliken_charge:R:1
H 0.900243 1.160730 3.918093 0.39 0.22 -0.17 0.4153
Cl 2.787454 0.995215 -0.197243 0.44 -0.11 -0.07 -0.3250
H -1.770959 -2.244848 -0.247788 -0.35 -0.02 -0.20 0.1813
H -1.379114 -5.486067 -0.157102 0.36 0.92 0.26 0.3999
H -2.542755 -5.183967 1.719003 -1.36 -1.74 -0.64 0.7134
C -2.381912 -1.507687 -6.367551 0.17 1.52 -0.31 -0.4003
H 0.249766 -5.194756 0.516863 -1.17 0.60 -0.33 0.2127
H -2.825812 -2.373250 -6.720192 -0.52 -1.72 -1.01 0.4570
H -2.535770 -3.884975 2.894269 1.14 -1.26 -0.68 0.2227
C -1.740981 -0.591877 -7.188153 0.55 0.18 2.65 -0.8222
C -2.186070 -0.060492 -4.414814 0.54 0.96 -2.22 0.2821
H -0.274352 3.957738 0.748580 -0.06 -1.12 0.44 0.4185
H -2.847472 -1.759519 8.481797 -0.16 0.35 -0.58 0.3389
O 2.518588 5.287544 -0.290761 0.26 -0.34 0.32 -0.5733
C -0.677222 -4.652977 0.120869 1.79 -1.92 0.27 -1.2626
C -1.277202 -3.703580 1.146081 -0.98 -0.52 -0.13 1.7362
C -1.633295 -1.445375 5.289463 -1.56 -0.04 0.07 -0.0867
P 0.060263 -2.580908 1.754110 0.77 0.15 0.87 1.3315
H -2.388109 2.605458 0.606804 0.25 0.22 -0.36 0.3707
Cl 5.189652 -1.110917 -0.149663 -0.43 -0.12 0.07 -0.2037
N 1.749950 5.130111 -1.216083 0.00 1.16 -0.59 1.0854
C -1.498676 0.899211 -5.233207 -0.87 -1.75 0.24 -0.3735
N -2.281821 0.205588 3.740734 0.71 0.23 -2.10 -0.4135
H -3.165730 -1.957215 -4.463858 -0.11 -0.01 0.12 0.4199
C -1.878439 -4.575035 2.228594 -0.55 2.88 2.05 -1.9366
C 3.623243 -1.578183 -0.733293 -1.58 1.32 0.21 -0.2364
C 2.274169 4.375314 -2.382336 1.42 0.30 0.13 -0.3767
C -0.890353 3.019273 3.364669 0.27 -2.14 -0.59 -1.7313
C 0.943793 -3.799675 2.876976 0.86 1.57 -2.72 -1.9969
C 1.656198 3.116224 -2.668027 -0.22 -0.13 0.14 1.0442
H 1.862229 -3.312132 3.152923 0.41 0.06 0.38 0.4651
H 1.151714 2.890161 0.486682 -0.81 0.32 0.91 -0.3474
H -1.630694 2.292219 3.750499 0.64 0.46 0.34 0.0590
O 0.628870 2.766762 -2.025376 -0.03 -0.95 -0.31 -1.2884
H -0.249210 3.398216 4.159177 -0.48 0.69 -0.07 0.5648
Cl 4.543155 -4.110498 -0.816527 0.10 -0.28 -0.04 -0.2246
H -1.250162 -2.851878 6.915890 -0.59 0.95 -0.11 0.3704
C 2.193702 -3.191458 -1.821785 -1.19 1.96 0.40 0.0428
H -0.320112 -4.192042 -0.785170 -0.19 0.38 -0.30 0.0600
H -1.452722 3.648889 2.726442 -0.50 1.62 0.26 0.4020
C 0.049459 2.302773 2.348327 -1.81 0.15 -0.39 2.0096
H 4.026271 5.680121 -2.488582 -0.46 -0.27 -0.25 0.4823
C -2.517079 -0.397228 4.891972 1.70 -0.23 0.80 0.5878
C 1.350246 -0.828764 -1.505209 0.31 -0.93 0.46 -1.7065
C -0.777157 -1.578766 3.111916 -0.57 0.26 1.27 -0.1437
C 1.222862 -2.134092 -1.957912 0.93 -1.59 -0.43 0.6137
H 1.765642 2.677609 3.491574 0.25 0.22 0.33 0.5497
N 5.461139 4.481003 -4.452898 -0.51 -2.58 0.19 0.9511
H -3.363567 1.175261 0.892113 0.68 -0.20 -0.16 0.3538
H -3.838667 1.203660 5.473619 0.26 -0.73 0.09 0.3749
C 2.371117 2.361588 -3.679408 0.64 1.03 -0.31 -0.3686
H 0.406699 -4.132555 3.680566 -1.31 -0.59 2.10 0.5175
C -3.344311 0.270382 5.797648 -0.84 0.53 -0.01 -0.3758
C 3.357568 -2.899598 -1.086541 -0.22 0.11 -1.02 0.4526
C -2.632964 -1.224126 -5.053624 0.31 0.28 1.56 -0.6201
Se -2.633451 0.388493 -2.671434 0.00 0.18 1.53 -0.4014
H 1.050466 4.101741 1.787545 0.25 -0.18 0.12 0.6185
C 3.561771 2.791798 -4.288762 0.16 1.18 -0.03 -0.4743
C 3.503299 4.804909 -2.891050 -0.42 -0.64 0.54 -0.6618
H -1.513011 -0.803252 -8.183710 0.16 -0.17 -1.50 0.4301
N 1.835633 1.155771 -4.240761 1.63 1.29 0.11 1.1205
O 6.119693 3.632922 -5.093126 -1.16 1.64 0.84 -0.5934
H 1.906469 1.284939 2.441590 0.36 -0.32 -0.02 0.2245
O 0.814357 0.699881 -3.799282 -1.30 -0.98 0.07 -0.4960
O 0.668727 5.683742 -1.286696 0.02 -0.67 -0.27 -0.6148
C 1.236671 1.821621 3.098493 0.19 -1.12 0.18 -1.9190
C -2.365431 -2.948763 0.361872 1.55 1.60 -0.37 -1.6048
Cl 1.849743 -4.673730 -2.619671 0.74 -0.41 0.45 -0.1479
C 0.474146 3.317809 1.280843 0.84 0.59 -1.07 -1.6283
C 2.559069 -0.601144 -0.871604 1.33 -0.99 0.09 0.9932
H -2.839047 -3.572565 -0.377689 -0.57 -0.38 0.07 0.4456
P -0.900556 0.853771 1.451053 -0.14 0.28 0.08 0.9877
C -2.759132 -1.341504 7.465925 1.10 -0.93 0.22 -0.4861
H -2.818698 2.106187 2.200119 -0.41 0.49 1.24 0.6255
H -1.157235 -5.118038 2.843226 -0.29 -0.05 -0.23 0.2725
C -1.835096 -1.947272 6.619370 0.36 -0.37 0.00 -0.5128
H -3.050707 -2.274861 0.882844 -0.12 -0.55 0.39 0.3139
Cl -0.204698 -2.598319 -2.873250 -0.11 0.67 0.02 -0.1067
N -0.837417 -2.033298 4.359404 0.03 -0.76 -0.14 -0.4558
O 2.474959 0.674125 -5.136756 -0.33 -1.26 -0.87 -0.6948
H -1.241743 1.868743 -4.817164 0.08 -0.17 -0.13 0.5318
H 1.181780 -4.616454 2.218265 0.30 -0.45 -0.15 0.5260
C -1.393153 -0.297140 2.902807 -0.21 1.00 -0.99 -0.2332
H -4.161780 0.407239 7.704252 0.79 -0.98 -0.12 0.3184
C 4.146349 3.998690 -3.837651 0.16 -0.49 -1.17 -0.2579
H -0.834127 1.309240 -7.193261 0.63 0.40 -0.27 0.3910
O 5.812702 5.604828 -4.203167 0.14 0.31 -0.17 -0.6029
Mg -0.163980 0.591588 -1.992071 -0.14 0.95 0.13 2.4804
H 3.935868 2.256746 -5.195914 -0.10 0.51 1.35 0.5098
C -2.502125 1.756007 1.262335 -0.38 -0.82 -0.82 -1.7363
C -1.236769 0.554869 -6.552418 -0.94 0.49 -0.59 -0.4149
C -3.474847 -0.195928 7.062344 -0.95 0.83 0.63 -0.4196
```
Positions in Å, forces in eV/Å.

- M (g/mol) = 992.18
- calculated total energy (eV) = -211658.869
- net charge = -1